The ion C4H8NO2 with charge +1. Source: the OMol25 dataset; level of theory: wB97M-V/def2-TZVPD.

Last column: Löwdin charge in e.
Element x y z (Å)
C -1.0200 1.3200 0.2666  -0.1074
C 1.6208 1.1796 0.2270  -0.1346
C 0.0668 0.6264 -0.0944  -0.1355
C 0.2979 -1.8554 0.2481  0.0080
N 0.1243 -0.6989 -0.7083  0.0401
O 2.4750 0.5360 -0.2673  0.0887
O -2.2453 0.9113 -0.0939  0.0751
H -0.9653 2.3728 0.5497  0.1531
H 1.6785 2.1333 0.8896  0.1647
H -0.7307 -1.8041 0.8403  0.1441
H 0.2407 -2.9164 -0.2569  0.1402
H 1.1392 -1.8476 0.9940  0.1169
H -0.6464 -0.9952 -1.2628  0.1664
H 0.8758 -0.5441 -1.3545  0.1575
H -2.9114 1.5823 0.0226  0.1226

Cartesian forces, eV/Å:
C -0.466 0.250 -1.866
C -4.100 0.109 0.166
C 2.351 1.612 2.019
C -2.488 -2.291 1.727
N 0.810 0.081 1.072
O 1.222 -0.117 -0.110
O 0.486 -0.913 0.189
H 0.433 -0.401 0.542
H 0.149 -1.433 -1.047
H 2.320 -0.159 -0.912
H 0.427 2.414 0.438
H -0.691 0.631 -1.241
H -1.329 0.431 -0.650
H 1.272 -0.659 -0.549
H -0.398 0.446 0.222

## Properties
Gap between HOMO and LUMO: 10.75 eV
Net charge: +1
2S+1: 1
HOMO: -14.40 eV
Energy: -9853.886 eV
SMILES: C[NH2+]/C(C=O)=C\O